Entry from OMol25: a 7-piece molecular cluster, C36H51BFN2O20 overall in a non-equilibrium geometry (ωB97M-V/def2-TZVPD).

Last column: Löwdin charge in e.
Geometry (Å):
C (4.891, -2.079, 1.743)  -0.102
C (3.650, -1.277, 1.009)  -0.154
C (2.808, -2.098, -0.151)  -0.005
C (1.531, -1.317, -0.857)  -0.014
C (1.180, 0.237, -0.378)  -0.175
C (-0.127, 0.938, -1.078)  -0.111
C (-1.367, 1.000, -0.008)  0.035
C (-1.704, -0.105, 1.156)  -0.034
C (-0.964, -1.495, 1.612)  -0.027
B (-1.530, -2.845, 0.797)  -0.381
O (-2.571, -3.688, 1.477)  0.015
O (-1.050, -3.242, -0.541)  0.045
N (-2.955, 0.331, 1.891)  0.078
C (-3.472, 1.645, 1.340)  0.109
N (-2.483, 1.996, 0.215)  -0.031
F (-2.659, 3.143, -0.504)  0.056
C (2.017, 1.081, 0.758)  -0.006
C (3.301, 0.284, 1.461)  0.003
H (4.528, -2.301, 2.848)  0.096
H (5.067, -3.089, 1.170)  0.084
H (5.875, -1.432, 1.770)  0.093
H (3.039, -3.202, -0.492)  0.105
H (0.893, -1.903, -1.665)  0.099
H (0.122, 2.049, -1.428)  0.143
H (-0.488, 0.346, -2.023)  0.129
H (0.213, -1.447, 1.625)  0.118
H (-1.283, -1.682, 2.748)  0.130
H (-3.446, -3.186, 1.376)  0.123
H (-1.497, -2.680, -1.244)  0.126
H (-3.290, -0.282, 2.666)  0.163
H (-4.403, 2.231, 1.740)  0.167
H (1.691, 2.176, 1.054)  0.100
H (3.893, 0.872, 2.286)  0.079
C (-2.178, -6.336, 3.673)  -0.021
C (-3.427, -7.011, 3.145)  -0.352
C (-4.697, -6.429, 3.687)  -0.121
O (-5.591, -7.525, 3.615)  0.065
C (-4.823, -8.651, 3.726)  -0.502
O (-5.265, -9.770, 3.925)  0.144
O (-3.496, -8.356, 3.591)  0.089
H (-2.123, -5.293, 3.349)  0.062
H (-2.146, -6.366, 4.768)  0.093
H (-1.283, -6.861, 3.322)  0.092
H (-3.420, -7.017, 2.048)  0.163
H (-5.063, -5.590, 3.088)  0.136
H (-4.622, -6.114, 4.734)  0.142
C (5.042, 2.045, 7.633)  -0.018
C (5.495, 1.796, 6.209)  -0.349
C (4.476, 1.082, 5.373)  -0.124
O (5.279, 0.417, 4.414)  0.019
C (6.484, 0.190, 5.018)  -0.501
O (7.347, -0.551, 4.578)  0.140
O (6.592, 0.896, 6.183)  0.097
H (4.185, 2.724, 7.664)  0.092
H (4.765, 1.107, 8.129)  0.093
H (5.857, 2.478, 8.222)  0.093
H (5.815, 2.736, 5.743)  0.166
H (3.779, 1.769, 4.885)  0.138
H (3.906, 0.328, 5.927)  0.143
C (-4.990, 3.366, -5.008)  -0.008
C (-4.767, 1.927, -4.589)  -0.353
C (-4.122, 1.788, -3.243)  -0.135
O (-3.455, 0.544, -3.352)  0.040
C (-3.160, 0.382, -4.677)  -0.507
O (-2.400, -0.464, -5.116)  0.125
O (-3.826, 1.297, -5.443)  0.098
H (-5.702, 3.867, -4.345)  0.074
H (-4.050, 3.928, -5.002)  0.093
H (-5.372, 3.410, -6.033)  0.097
H (-5.708, 1.365, -4.647)  0.153
H (-4.851, 1.769, -2.429)  0.122
H (-3.374, 2.562, -3.035)  0.129
C (4.043, -3.418, -5.728)  -0.017
C (3.661, -2.471, -4.609)  -0.357
C (2.744, -1.368, -5.045)  -0.115
O (3.046, -0.337, -4.122)  0.048
C (4.345, -0.531, -3.745)  -0.503
O (5.014, 0.283, -3.131)  0.124
O (4.797, -1.756, -4.150)  0.090
H (3.170, -3.963, -6.102)  0.094
H (4.504, -2.878, -6.562)  0.095
H (4.786, -4.142, -5.378)  0.091
H (3.247, -3.031, -3.762)  0.153
H (1.689, -1.651, -4.980)  0.143
H (2.953, -0.998, -6.055)  0.146
C (-9.607, 6.086, -2.864)  -0.015
C (-9.385, 4.647, -2.445)  -0.346
C (-8.739, 4.508, -1.100)  -0.113
O (-8.072, 3.263, -1.208)  0.065
C (-7.777, 3.102, -2.533)  -0.475
O (-7.017, 2.256, -2.972)  0.116
O (-8.443, 4.017, -3.299)  0.095
H (-10.319, 6.586, -2.201)  0.096
H (-8.667, 6.648, -2.859)  0.093
H (-9.989, 6.129, -3.889)  0.094
H (-10.325, 4.085, -2.503)  0.167
H (-9.468, 4.488, -0.285)  0.148
H (-7.991, 5.282, -0.891)  0.143
C (7.526, 1.274, -0.830)  -0.013
C (7.144, 2.222, 0.289)  -0.353
C (6.227, 3.325, -0.146)  -0.116
O (6.529, 4.355, 0.777)  0.057
C (7.828, 4.161, 1.154)  -0.507
O (8.497, 4.976, 1.767)  0.135
O (8.280, 2.937, 0.749)  0.091
H (6.653, 0.730, -1.203)  0.070
H (7.987, 1.815, -1.664)  0.097
H (8.269, 0.551, -0.479)  0.091
H (6.730, 1.662, 1.136)  0.151
H (5.172, 3.042, -0.082)  0.133
H (6.436, 3.695, -1.156)  0.145

Properties
orbital gap: 0.2459 hartree
net charge: +1
energy: -3140.7684 hartree

---

Entry from OMol25: a 6-piece molecular cluster, C36H51BN6O6P2S overall in a non-equilibrium geometry (ωB97M-V/def2-TZVPD).

Last column: Löwdin charge in e.
Geometry (Å):
C (-7.511, -0.422, 0.088)  -0.110
C (-7.906, -1.362, 1.250)  -0.142
B (-6.697, -1.743, 2.196)  -0.458
O (-6.719, -2.967, 2.787)  0.167
C (-5.540, -0.673, 2.416)  -0.052
C (-6.006, 0.559, 2.867)  -0.025
C (-5.133, 1.603, 3.091)  0.008
C (-3.790, 1.398, 2.862)  -0.083
C (-3.272, 0.176, 2.414)  0.000
C (-4.157, -0.890, 2.183)  -0.057
C (-3.767, -2.292, 1.732)  -0.133
C (-2.365, -2.653, 1.265)  -0.222
C (-2.385, -4.081, 0.669)  -0.172
C (-0.976, -4.548, 0.300)  -0.259
O (-0.655, -4.290, -1.065)  -0.078
C (-1.771, 0.153, 2.293)  -0.235
O (-1.083, -0.767, 2.658)  0.091
C (-1.099, 1.450, 1.862)  -0.046
C (-1.690, 2.631, 2.280)  -0.095
C (-1.157, 3.871, 1.984)  -0.005
C (0.003, 3.959, 1.232)  -0.216
P (0.615, 5.638, 0.913)  0.174
O (-0.670, 6.583, 1.145)  -0.203
O (0.914, 5.765, -0.666)  -0.213
S (2.152, 6.170, 1.913)  0.326
C (0.651, 2.772, 0.816)  -0.188
C (1.919, 2.899, -0.008)  -0.209
C (1.595, 2.670, -1.492)  -0.208
C (2.818, 2.778, -2.411)  -0.313
N (2.944, 4.183, -2.851)  -0.002
C (0.114, 1.509, 1.152)  -0.213
P (1.192, 0.096, 0.631)  1.019
C (0.156, -1.219, -0.107)  -0.276
C (1.846, -0.628, 2.195)  -0.410
C (2.205, 0.480, 3.190)  -0.160
C (-2.895, 2.558, 3.130)  -0.292
O (-3.149, 3.373, 3.993)  0.124
H (-6.578, -0.732, -0.377)  0.055
H (-7.408, 0.609, 0.421)  0.068
H (-8.280, -0.418, -0.687)  0.069
H (-8.347, -2.264, 0.822)  0.092
H (-8.664, -0.841, 1.842)  0.105
H (-6.032, -3.078, 3.452)  0.104
H (-7.067, 0.697, 3.046)  0.121
H (-5.494, 2.554, 3.455)  0.124
H (-4.444, -2.563, 0.926)  0.080
H (-4.023, -2.983, 2.538)  0.120
H (-1.671, -2.703, 2.102)  0.108
H (-2.056, -1.964, 0.480)  0.078
H (-2.829, -4.771, 1.388)  0.116
H (-2.945, -4.036, -0.261)  0.077
H (-0.856, -5.618, 0.466)  0.112
H (-0.229, -4.047, 0.928)  0.102
H (-1.013, -3.427, -1.300)  0.064
H (-1.654, 4.748, 2.375)  0.120
H (-1.472, 6.125, 0.853)  0.071
H (0.106, 5.737, -1.197)  0.088
H (2.316, 3.906, 0.087)  0.060
H (2.685, 2.197, 0.306)  0.084
H (0.846, 3.388, -1.829)  0.099
H (1.173, 1.670, -1.616)  0.079
H (3.687, 2.413, -1.867)  0.069
H (2.652, 2.165, -3.293)  0.093
H (3.821, 4.313, -3.334)  0.009
H (2.929, 4.783, -2.034)  0.046
H (-0.715, -0.792, -0.603)  0.053
H (0.749, -1.747, -0.852)  0.039
H (-0.162, -1.937, 0.651)  -0.005
H (2.771, -1.133, 1.915)  0.043
H (1.174, -1.377, 2.618)  0.057
H (1.339, 0.864, 3.728)  0.069
H (2.646, 1.318, 2.645)  0.060
H (2.982, 0.146, 3.871)  0.042
C (6.198, -0.449, -2.944)  -0.078
C (4.923, -0.220, -2.286)  -0.257
N (3.917, -0.037, -1.764)  0.160
H (6.168, -0.090, -3.972)  0.069
H (7.002, 0.079, -2.434)  0.086
H (6.453, -1.506, -2.962)  0.028
C (-6.451, -3.686, -2.161)  -0.046
C (-5.258, -2.984, -1.720)  -0.241
N (-4.308, -2.434, -1.383)  0.180
H (-6.723, -3.378, -3.169)  0.088
H (-6.281, -4.762, -2.162)  0.088
H (-7.286, -3.470, -1.498)  0.077
C (5.667, -2.937, 3.411)  -0.067
C (5.424, -1.543, 3.072)  -0.267
N (5.233, -0.445, 2.801)  0.158
H (6.497, -3.022, 4.110)  0.081
H (4.784, -3.377, 3.871)  0.082
H (5.909, -3.510, 2.517)  0.083
C (6.450, -3.918, -5.494)  -0.064
C (7.288, -3.581, -4.354)  -0.280
N (7.945, -3.308, -3.453)  0.138
H (5.589, -4.503, -5.174)  0.086
H (6.088, -3.015, -5.983)  0.083
H (7.011, -4.502, -6.221)  0.083
C (6.993, 4.488, -5.438)  -0.061
C (6.106, 3.546, -4.772)  -0.241
N (5.400, 2.807, -4.251)  0.172
H (6.419, 5.282, -5.912)  0.086
H (7.677, 4.939, -4.721)  0.085
H (7.580, 3.984, -6.204)  0.083

Properties
orbital gap: 0.2475 hartree
net charge: 0
energy: -3288.1800 hartree
structure (SMILES): CCB(O)c1ccc2c(c1CCCCO)C(=O)c1c(cc(P(O)(O)=S)c(CCCN)c1P(C)CC)C2=O.CC#N.CC#N.CC#N.CC#N.CC#N

---

| no. | LUMO (eV) |
| --- | --- |
| 1 | -4.36 |
| 2 | -0.49 |